{
  "formula": "C4H7NO",
  "method": "the ωB97M-V functional and the def2-TZVPD basis",
  "e_homo_ha": -0.33472,
  "multiplicity": 1,
  "e_above_lowest_kcal_mol": 129.0,
  "orbital_gap_ev": 10.0777,
  "energy_ha": -286.426006,
  "elements": ["C", "C", "O", "C", "C", "N", "H", "H", "H", "H", "H", "H", "H"],
  "coordinates": [[1.989, -0.117, 0.563], [0.734, 0.447, 0.745], [0.258, 1.470, 1.169], [-0.345, -0.492, -0.369], [-1.752, -0.100, -0.066], [-1.209, 0.172, -1.371], [0.876, 0.010, -0.597], [2.057, -1.168, 0.306], [2.868, 0.347, 1.007], [-0.153, -1.549, -0.554], [-1.880, 0.720, 0.635], [-2.494, -0.895, -0.035], [-0.950, 1.156, -1.433]],
  "lowdin_charge": [0.03, -0.51, 0.05, -0.24, -0.15, 0.03, 0.19, 0.07, 0.07, 0.13, 0.11, 0.11, 0.11]
}